(1)
{"formula": "C10H10ClNO3", "method": "wB97M-V/def2-TZVPD", "elements": ["C", "C", "C", "C", "C", "C", "C", "C", "C", "C", "N", "O", "O", "O", "Cl", "H", "H", "H", "H", "H", "H", "H", "H", "H", "H"], "xyz": [[-1.68859, 2.00826, 0.27428], [-0.18326, 1.85522, 0.12150], [-2.58621, 0.97822, -0.09482], [1.57856, -0.94369, -0.47503], [-0.79082, -2.68892, 0.71641], [-1.31995, -1.42735, 1.39437], [-0.87747, -1.40941, -0.03517], [0.55210, 0.74936, -0.08312], [2.05820, 0.47267, -0.40638], [2.69869, 1.22884, -1.61428], [0.29992, -0.60862, -0.19153], [-2.36621, 1.13033, 1.18414], [2.14741, -1.98172, -0.48172], [-3.19457, 0.40439, -0.92538], [2.90862, 0.69820, 1.16175], [-1.92409, 3.04190, 0.48749], [0.35421, 2.71028, 0.32310], [0.18378, -3.18017, 0.94179], [-1.75630, -3.27852, 0.56432], [-2.49124, -1.36389, 1.44761], [-0.77255, -0.90667, 2.18381], [-1.50800, -1.44514, -0.88653], [2.08899, 0.95165, -2.51207], [3.69769, 0.68941, -1.68052], [2.89110, 2.31536, -1.41403]], "atomic_forces_ev_per_a": [[3.69, 1.54, -0.50], [-1.26, -2.11, 0.03], [-0.55, 1.39, -1.24], [1.14, -0.71, 0.56], [-1.27, -0.72, 0.93], [-2.89, -0.47, -0.01], [1.19, 0.36, 0.58], [-0.30, 0.96, -0.66], [-0.98, 3.06, 0.48], [0.91, -1.95, 0.97], [-1.12, -0.44, -0.85], [-1.33, -1.96, 2.09], [0.48, -1.35, -0.70], [-0.63, -0.98, 0.11], [0.52, 0.03, -0.36], [-0.50, 0.11, -0.55], [1.17, 1.88, 0.05], [-1.14, 0.50, -0.07], [2.14, 0.04, -0.29], [2.53, -0.33, 0.50], [-0.11, 0.01, -0.64], [-0.74, 0.55, -0.38], [0.58, 0.76, 0.64], [-0.98, 0.93, -0.39], [-0.57, -1.10, -0.31]], "nbo_charge": [-0.06, -0.35, 0.79, 0.67, -0.43, -0.41, -0.11, 0.26, -0.11, -0.63, -0.42, -0.44, -0.54, -0.53, -0.03, 0.21, 0.22, 0.26, 0.23, 0.22, 0.24, 0.24, 0.23, 0.24, 0.24], "total_charge": 0, "fmax_ev_per_a": 4.032, "homo_energy_ev": -9.09, "relative_energy_kcal_mol": 83.70, "e_tot_ev": -30683.0630, "orbital_gap_ev": 9.70}

=====

(2)
{"formula": "C4H10NO", "method": "wB97M-V/def2-TZVPD", "elements": ["C", "C", "C", "N", "C", "H", "H", "H", "H", "H", "H", "H", "H", "H", "H", "O"], "xyz": [[-0.85643, 2.03498, 1.30440], [-0.49466, 0.69238, 0.85745], [-0.32351, 0.39810, -0.42495], [-0.02366, -0.97998, -0.83501], [-0.56756, -1.27494, -2.00509], [-1.90434, 1.99778, 1.52900], [-0.44458, 2.42286, 2.23315], [-0.81197, 2.88960, 0.60031], [-0.53614, 0.13195, 1.84634], [-0.39388, 1.19922, -1.18184], [0.52956, -1.73965, -0.25853], [-0.50810, -2.29100, -2.45236], [-1.15938, -0.59883, -2.62302], [2.54381, -2.28931, 0.94946], [2.79150, -0.94254, 0.15047], [2.15935, -1.65063, 0.31022]], "atomic_forces_ev_per_a": [[1.13, 1.60, -1.96], [-1.14, 2.46, 6.68], [1.48, -2.97, -2.96], [-2.12, 1.11, -2.08], [0.67, -1.34, 0.45], [-1.53, -0.39, 0.56], [0.26, -0.63, 0.55], [0.22, -0.73, -0.17], [0.54, -0.81, -2.02], [-0.06, -0.79, 0.03], [-0.02, 1.79, -0.46], [0.27, 0.48, 0.76], [0.30, 0.52, 0.41], [-0.02, 0.61, -0.55], [0.37, -0.18, 0.08], [-0.35, -0.74, 0.67]], "nbo_charge": [-0.72, 0.09, 0.19, -0.48, 0.22, 0.36, 0.34, 0.28, 0.31, 0.28, 0.54, 0.28, 0.25, 0.54, 0.52, -0.99], "total_charge": 2, "fmax_ev_per_a": 7.213, "homo_energy_ev": [-20.29, -20.28], "relative_energy_kcal_mol": 42.73, "e_tot_ev": -7825.2876, "orbital_gap_ev": [9.87, 6.49], "s_squared": 0.755, "spin_multiplicity": 2}

=====

(3)
{"formula": "C20H52N6O6", "method": "wB97M-V/def2-TZVPD", "elements": ["N", "H", "H", "H", "H", "N", "H", "H", "H", "H", "N", "H", "H", "H", "H", "N", "H", "H", "H", "H", "C", "C", "C", "O", "C", "C", "C", "O", "O", "O", "H", "H", "O", "C", "C", "O", "H", "H", "H", "H", "C", "C", "N", "C", "C", "C", "C", "H", "H", "H", "H", "H", "H", "H", "H", "H", "H", "H", "H", "H", "H", "H", "C", "C", "N", "C", "C", "C", "C", "H", "H", "H", "H", "H", "H", "H", "H", "H", "H", "H", "H", "H", "H", "H"], "xyz": [[1.35203, 1.55082, 2.16805], [0.84230, 0.67898, 2.18030], [0.60868, 2.23420, 2.14506], [1.82637, 1.59185, 1.27731], [1.90601, 1.72534, 2.99433], [-5.19467, -0.75873, -0.10829], [-4.52589, -1.15308, 0.53772], [-4.84685, -0.06825, -0.75819], [-5.97797, -0.45954, 0.45476], [-5.52046, -1.50095, -0.71084], [-3.40743, 1.16246, 2.84895], [-3.11507, 0.29954, 2.41306], [-2.65227, 1.82365, 2.73650], [-3.55393, 0.92018, 3.81846], [-4.26287, 1.54855, 2.47575], [-0.90371, -0.95817, -0.14684], [-0.78038, -0.01477, -0.48578], [-1.81418, -1.22313, 0.20093], [-0.42603, -1.02440, 0.74059], [-0.59855, -1.70128, -0.75901], [-3.05617, 3.89213, 0.89083], [-4.00141, 3.60519, -0.00932], [-3.74622, 2.46116, -1.00512], [-4.69126, 1.79834, -1.62396], [-2.53278, 1.88407, -1.18589], [-1.41619, 2.20719, -0.28916], [-1.79063, 3.09707, 0.97753], [-1.16670, 2.87219, 1.98798], [-0.27574, 1.68236, -0.38660], [-5.01719, 4.42566, -0.14080], [-3.20094, 4.73135, 1.55504], [-2.39203, 1.08640, -1.90027], [0.03285, -0.89121, 2.42753], [-1.06753, -1.47700, 3.20462], [-2.32562, -2.16385, 2.48589], [-3.13444, -1.41668, 1.57556], [-1.44140, -0.66758, 3.83167], [-0.70075, -2.15772, 3.97287], [-2.92833, -2.59498, 3.28524], [-1.99451, -3.01985, 1.89790], [3.02221, -0.27333, -0.52535], [4.02854, 0.83041, -0.18770], [3.42560, 2.12783, 0.10994], [2.73397, 2.68004, -1.07378], [1.97923, 3.98459, -0.77409], [4.35655, 3.09688, 0.70165], [5.49888, 3.60333, -0.24826], [2.49431, -0.61558, 0.36476], [3.66526, -1.12421, -0.75023], [2.34579, -0.15164, -1.37137], [4.47409, 0.49349, 0.74828], [4.79326, 0.97773, -0.95032], [3.36366, 2.82788, -1.95112], [1.97171, 1.96084, -1.37347], [1.34512, 3.93855, 0.11128], [2.73323, 4.75119, -0.59545], [1.29742, 4.23972, -1.58534], [4.89880, 2.57727, 1.49162], [3.91337, 3.92081, 1.26096], [5.17452, 4.52219, -0.73670], [5.88575, 2.91213, -0.99704], [6.38186, 3.77964, 0.36604], [2.27476, -4.61506, -0.87792], [1.23086, -3.49240, -0.43365], [0.32550, -3.04613, -1.54512], [1.03000, -2.54586, -2.73077], [0.22175, -1.42207, -3.44390], [-0.71689, -4.01895, -1.92643], [-1.70693, -4.28222, -0.80684], [3.09720, -4.70109, -0.16778], [2.62544, -4.57324, -1.90913], [1.68117, -5.52923, -0.87211], [0.67935, -3.87395, 0.42563], [1.70052, -2.58662, -0.05015], [1.91929, -2.03449, -2.36230], [1.40491, -3.31665, -3.40412], [-0.66700, -1.81023, -3.94146], [-0.18621, -0.68791, -2.74915], [0.75270, -1.06659, -4.32698], [-0.22927, -4.92610, -2.28339], [-1.33409, -3.55771, -2.69741], [-2.56967, -4.89505, -1.06802], [-2.16961, -3.34439, -0.49943], [-1.25506, -4.76133, 0.06172]], "atomic_forces_ev_per_a": [[-0.31, 0.77, 0.16], [-0.93, -2.07, 0.87], [-0.92, 0.70, -0.28], [1.16, 0.53, -0.47], [0.42, -0.39, -0.15], [-1.38, -0.89, -0.61], [2.11, -0.54, 1.20], [0.48, 1.80, -0.27], [-0.28, 0.61, -0.23], [-0.25, -0.47, -0.05], [-0.40, 0.42, 1.01], [0.00, -1.94, -1.46], [0.75, 0.91, 0.00], [0.08, 0.18, 0.43], [-0.09, 0.13, -0.43], [-0.62, -0.63, -0.19], [-0.09, 0.78, -0.32], [-1.55, 0.57, 0.25], [1.44, 0.11, 1.95], [0.83, -0.47, -0.79], [4.84, -1.38, 2.37], [-4.24, 3.25, -3.24], [-3.74, -2.67, -1.17], [0.25, 1.71, 1.62], [4.60, 0.86, 2.30], [-1.41, -0.23, -1.28], [-3.90, 0.30, -3.21], [1.94, 0.06, 2.58], [-0.50, 0.48, 0.52], [2.14, -3.18, 0.04], [0.00, -0.10, 0.25], [-0.07, 0.07, -0.19], [-1.78, -1.13, 0.24], [0.69, 1.37, -1.56], [0.63, 0.35, -0.77], [0.25, 1.11, 0.60], [-0.65, 0.52, 0.26], [0.20, -0.69, -0.20], [-0.19, 0.04, 0.42], [0.61, -0.44, 0.16], [0.88, -0.50, 0.03], [-0.67, 0.55, 0.50], [-0.92, 1.02, -0.33], [-1.38, -0.09, 0.47], [0.57, -0.24, 0.22], [1.79, -1.18, -0.35], [-0.44, 0.32, 0.61], [-0.38, 0.40, 0.02], [-0.05, -0.28, -0.29], [0.06, 0.38, 0.17], [0.51, 0.05, -0.09], [0.19, -0.46, -0.22], [0.55, 0.03, -0.01], [0.09, -0.11, 0.04], [0.10, -0.33, 0.12], [-0.30, 0.44, -0.21], [0.33, 0.12, -0.16], [-0.13, -0.42, 0.17], [-0.54, 0.10, -0.60], [0.31, 0.01, -0.14], [-0.59, -0.26, -0.05], [-0.07, 0.50, 0.07], [-1.62, 0.43, 0.42], [0.85, -0.30, -1.40], [-0.18, -0.74, 0.32], [-0.06, 1.58, 0.64], [-0.53, -1.60, -0.56], [-0.08, 0.31, 0.42], [-0.16, -0.08, 0.59], [-0.05, -0.01, -0.13], [0.23, 0.62, 0.15], [0.27, -0.35, 0.26], [-0.31, 0.01, -0.27], [0.28, -0.09, -0.19], [0.20, -0.18, 0.09], [-0.33, -0.23, -0.24], [-0.28, -0.44, 0.18], [0.71, 0.36, -0.16], [0.41, 0.66, 0.51], [-0.26, -0.30, -0.28], [0.44, -0.13, -0.49], [0.25, -0.27, -0.49], [0.18, 0.12, 0.26], [0.00, 0.12, 0.07]], "lowdin_charge": [0.30, 0.04, 0.07, 0.07, 0.14, 0.32, 0.04, 0.09, 0.14, 0.14, 0.33, 0.06, 0.08, 0.14, 0.14, 0.29, 0.05, 0.06, 0.04, 0.05, -0.03, -0.40, -0.35, -0.12, -0.03, -0.29, -0.34, -0.03, -0.07, -0.07, 0.11, 0.10, -0.40, -0.32, -0.33, -0.42, 0.06, 0.08, 0.08, 0.07, -0.08, -0.24, -0.22, -0.25, -0.07, -0.24, -0.07, 0.06, 0.08, 0.06, 0.12, 0.11, 0.12, 0.08, 0.06, 0.06, 0.08, 0.10, 0.11, 0.06, 0.06, 0.07, -0.06, -0.18, -0.23, -0.24, -0.06, -0.23, -0.08, 0.07, 0.06, 0.06, 0.10, 0.08, 0.09, 0.11, 0.06, 0.06, 0.08, 0.11, 0.11, 0.08, 0.05, 0.07], "total_charge": 0, "fmax_ev_per_a": 6.247, "homo_energy_ev": -6.74, "relative_energy_kcal_mol": 0.00, "e_tot_ev": -42804.0851, "orbital_gap_ev": 6.60}

=====

(4)
{"formula": "C4H6S3", "method": "wB97M-V/def2-TZVPD", "elements": ["S", "C", "C", "C", "S", "C", "S", "H", "H", "H", "H", "H", "H"], "xyz": [[-0.22978, -0.85378, 3.24572], [0.34448, -0.32193, 1.83365], [-0.41222, -0.34790, 0.56559], [-0.28570, 0.83531, -0.37963], [-1.71222, 1.58225, -1.17064], [0.28424, -0.48619, -0.79206], [2.05654, -0.73875, -0.86502], [1.35326, 0.12152, 1.75920], [-1.38085, -0.82446, 0.63741], [0.42035, 1.58637, -0.06442], [-2.41696, 0.45226, -1.28999], [-0.28627, -1.02500, -1.50262], [2.26512, 0.02028, -1.97719]], "atomic_forces_ev_per_a": [[0.16, 0.10, -0.26], [0.12, 0.14, -0.14], [0.22, 0.00, 0.13], [-0.20, -0.41, 0.02], [0.20, -0.02, 0.09], [0.40, 0.84, 0.71], [-0.03, 0.27, -0.42], [-0.42, -0.21, 0.10], [-0.04, 0.03, -0.03], [0.13, 0.13, -0.04], [-0.04, -0.07, -0.01], [-0.41, -0.50, -0.60], [-0.10, -0.30, 0.45]], "nbo_charge": [0.06, -0.26, -0.31, -0.34, 0.03, -0.35, -0.01, 0.21, 0.24, 0.25, 0.12, 0.23, 0.14], "total_charge": 0, "fmax_ev_per_a": 1.169, "homo_energy_ev": -8.80, "relative_energy_kcal_mol": 20.72, "e_tot_ev": -36749.3598, "orbital_gap_ev": 8.46, "smiles": "S=CC1[C@H](S)[C@H]1S"}

=====

> What is the formula in the second record?

C4H10NO

=====

> What is the formula in the fourth record?

C4H6S3